1.
This record from the OMol25 dataset describes a molecular structure, C5H5IO. The level of theory is wB97M-V/def2-TZVPD.

The geometry in ORCA input format:
```
! RIJCOSX wB97M-V def2-TZVPD def2/J DEFGRID3
* xyz 0 1
C 0.4784 -2.2045 0.1060
C -0.1474 -1.0709 0.1716
C -1.2571 -0.0014 -0.0058
C -0.2769 1.0821 -0.4214
C 0.8418 0.6507 0.4763
O 1.1597 -3.1122 -0.1528
I 2.9210 0.7995 -0.0669
H -1.8828 -0.1912 -0.8561
H -1.8158 -0.0181 0.9319
H -0.1690 0.9212 -1.4370
H -0.5893 2.1615 -0.2310
H 0.7373 0.9833 1.4851
*
```

The calculation puts the highest occupied orbital energy at -8.76 eV. Its gap between HOMO and LUMO is 8.328 eV.

2.
This record from the OMol25 dataset describes 2 unconnected molecules or ions with the total composition C7H18. The level of theory is wB97M-V/def2-TZVPD.

The geometry in ORCA input format:
```
! RIJCOSX wB97M-V def2-TZVPD def2/J DEFGRID3
* xyz 1 2
C -0.3583 -1.0298 1.7370
C -1.8292 -1.1451 2.0996
C 0.5969 -0.6254 2.8577
H -0.0246 -1.9357 1.2346
H -0.3116 -0.1376 1.0045
H -1.9647 -1.9254 2.8570
H 0.1745 0.2232 3.3954
H -2.4168 -1.3812 1.2113
H -2.2015 -0.1969 2.4809
H 0.7321 -1.4904 3.5138
H 1.5573 -0.3104 2.4527
C 0.3546 0.4801 -1.4691
C -0.9648 1.1570 -1.7579
C 0.8608 -0.3607 -2.6653
C 1.4034 1.4813 -1.0503
H 0.2349 -0.3455 -0.6377
H -0.7865 1.8195 -2.6141
H 0.9652 0.3034 -3.5333
H 1.8468 -0.7832 -2.4764
H 0.1895 -1.1889 -2.8904
H 1.1069 1.9931 -0.1298
H 2.3552 0.9947 -0.8309
H 1.5679 2.2162 -1.8453
H -1.3475 1.7466 -0.9248
H -1.7404 0.4412 -2.0193
*
```

The calculation puts the highest occupied orbital energy (alpha / beta) at -15.92 / -15.34 eV. Its gap between HOMO and LUMO (alpha / beta) is 13.315 / 5.205 eV. The expectation value of S² is 0.754.

3.
This record from the OMol25 dataset describes C18H19N3O4 in the gas phase. The level of theory is wB97M-V/def2-TZVPD.

The geometry in ORCA input format:
```
! RIJCOSX wB97M-V def2-TZVPD def2/J DEFGRID3
* xyz 0 1
C -0.0347 2.7142 2.9406
C 0.8377 3.3991 1.9314
C 1.0736 4.7623 2.0003
C 1.8911 5.3834 1.0724
C 2.4612 4.6454 0.0538
C 2.2369 3.2784 -0.0571
C 2.8219 2.5088 -1.1978
C 1.4382 2.6596 0.9062
N 1.1641 1.2745 0.8541
C 2.0665 0.2763 0.8037
O 3.2709 0.4012 0.7878
C 1.3920 -1.1111 0.7951
N 0.4655 -1.2905 -0.3033
C -0.7966 -0.8523 -0.2621
O -1.2664 -0.2204 0.6694
C -1.6409 -1.2418 -1.4814
C -2.1975 -2.6102 -1.2328
C -3.2714 -2.7231 -0.3509
C -3.8504 -3.9426 -0.0614
C -3.3824 -5.1001 -0.6695
C -2.3275 -5.0193 -1.5512
C -1.7235 -3.7900 -1.8195
N -0.6194 -3.8207 -2.7357
O -0.5957 -4.7081 -3.5581
O 0.2466 -2.9665 -2.6331
H 0.5154 1.9191 3.4434
H -0.9077 2.2673 2.4630
H -0.3794 3.4235 3.6885
H 0.6192 5.3402 2.7920
H 2.0757 6.4452 1.1404
H 3.0854 5.1347 -0.6796
H 3.6408 1.8821 -0.8451
H 3.1988 3.1844 -1.9614
H 2.0741 1.8518 -1.6416
H 0.1983 1.0099 1.0322
H 2.1714 -1.8701 0.7315
H 0.8423 -1.2278 1.7358
H 0.7892 -1.7774 -1.1292
H -2.4620 -0.5267 -1.5483
H -1.0337 -1.1910 -2.3828
H -3.6415 -1.8244 0.1186
H -4.6728 -3.9932 0.6354
H -3.8360 -6.0544 -0.4542
H -1.9374 -5.8996 -2.0396
*
```

The calculation puts the highest occupied orbital energy at -8.51 eV. Its gap between HOMO and LUMO is 7.585 eV. The SMILES is Cc1cccc(C)c1NC(=O)CNC(=O)Cc1ccccc1[N+](=O)[O-].

4.
This record from the OMol25 dataset describes 2 unconnected molecules or ions with the total composition C2H2N2O2S. The level of theory is wB97M-V/def2-TZVPD.

The geometry in ORCA input format:
```
! RIJCOSX wB97M-V def2-TZVPD def2/J DEFGRID3
* xyz 0 1
C 3.0625 0.5010 1.0615
C 0.3847 -1.9313 -2.2478
N 2.0902 -0.1736 0.7976
N -0.3107 0.0545 -1.1088
O 0.8675 -2.8975 -2.6911
O -0.0200 -1.2221 -1.3779
S 4.4994 1.1090 1.3785
H 1.3577 -0.0216 0.0719
H -0.7185 0.1019 -0.2337
*
```

The calculation puts the highest occupied orbital energy at -9.00 eV. Its gap between HOMO and LUMO is 7.738 eV.

5.
This record from the OMol25 dataset describes C3H4N2O2 in the gas phase. The level of theory is wB97M-V/def2-TZVPD.

The geometry in ORCA input format:
```
! RIJCOSX wB97M-V def2-TZVPD def2/J DEFGRID3
* xyz 0 1
C 0.9560 -0.1340 -1.3410
N 0.0262 0.0365 -0.2469
N -0.1340 1.2087 0.4888
C -0.5658 0.8781 1.7221
O -0.7285 -0.2597 2.1770
C -0.7131 -0.9991 -0.1666
O -1.3265 -1.9606 -0.0058
H 0.6685 0.3725 -2.2565
H 1.9671 0.1952 -1.0296
H 0.6516 -1.1991 -1.5517
H -0.8140 1.7773 2.3073
*
```

The calculation puts the highest occupied orbital energy at -8.83 eV. Its gap between HOMO and LUMO is 8.927 eV.

6.
This record from the OMol25 dataset describes a molecular structure, C4H11CsNO. The level of theory is wB97M-V/def2-TZVPD.

The geometry in ORCA input format:
```
! RIJCOSX wB97M-V def2-TZVPD def2/J DEFGRID3
* xyz 1 1
Cs 3.0719 -0.9599 -2.5769
C -1.8915 0.3561 -0.8907
C -0.7289 -0.1032 -0.0384
C 0.5634 0.4758 -0.5387
O 1.6395 -0.4909 -0.3712
C 1.8005 -0.5425 1.0770
N -1.0603 0.3421 1.3382
H -1.9345 1.4294 -0.8676
H -2.8428 -0.0916 -0.6492
H -1.6193 0.1291 -1.9185
H -0.5861 -1.1588 -0.2125
H 0.8190 1.3737 -0.1115
H 0.4038 0.7628 -1.5676
H 2.2254 -1.5440 1.1639
H 0.8375 -0.4648 1.6231
H 2.4823 0.2622 1.4012
H -1.9608 0.7614 1.2908
H -1.2193 -0.5372 1.8485
*
```

The calculation puts the highest occupied orbital energy at -12.63 eV. Its gap between HOMO and LUMO is 9.123 eV.

7.
This record from the OMol25 dataset describes 2 unconnected molecules or ions with the total composition C6H12N2O. The level of theory is wB97M-V/def2-TZVPD.

The geometry in ORCA input format:
```
! RIJCOSX wB97M-V def2-TZVPD def2/J DEFGRID3
* xyz 1 2
C 3.7687 -0.6943 -0.3962
C 1.2773 1.6142 -1.5449
C 1.2299 -0.3865 -0.4515
C 2.5114 0.0188 -0.7243
N 0.3405 0.6919 -1.0242
N 2.5262 1.2456 -1.2437
H -0.6176 0.7474 -0.6813
H 0.9219 2.5561 -1.9321
H 0.7261 -1.2689 -0.0181
H 4.2710 -1.0604 -1.2722
H 3.6214 -1.5757 0.1611
H 4.5229 -0.1305 0.1180
C -2.1927 -0.6125 1.0142
C -3.3186 0.3266 1.4426
O -2.1121 -0.7545 -0.4653
H -1.2760 -0.3043 1.4625
H -2.2871 -1.6217 1.3998
H -3.0046 1.1358 2.1776
H -2.9465 -0.4642 -0.7850
H -4.0213 -0.2792 2.1018
H -3.9406 0.8162 0.6613
*
```

The calculation puts the highest occupied orbital energy (alpha / beta) at -14.20 / -14.20 eV. Its gap between HOMO and LUMO (alpha / beta) is 10.132 / 6.237 eV. The expectation value of S² is 0.762.

8.
This record from the OMol25 dataset describes a molecular structure, ArH20NeO10. The level of theory is wB97M-V/def2-TZVPD.

The geometry in ORCA input format:
```
! RIJCOSX wB97M-V def2-TZVPD def2/J DEFGRID3
* xyz 0 1
Ne 3.4803 -1.3893 0.1477
Ar 0.3501 0.2550 0.5981
O 1.2228 2.6794 3.0089
H 0.2711 2.6004 2.9435
H 1.4840 1.9626 3.5870
O -0.5362 -0.1537 -3.1439
H 0.1607 -0.4619 -2.5646
H -1.2412 0.1095 -2.5523
O 2.7188 3.1713 0.6879
H 2.3293 4.0428 0.6169
H 2.2401 2.7520 1.4029
O -1.4694 2.2349 2.6912
H -2.1328 1.8072 2.1498
H -1.9253 2.9774 3.0875
O 1.8604 -1.0675 -2.1121
H 1.7940 -1.6414 -1.3489
H 1.8033 -1.6588 -2.8626
O -3.6099 -1.5043 1.2952
H -2.9438 -1.6599 0.6256
H -4.4183 -1.8465 0.9135
O 2.4905 1.7627 -1.9475
H 2.3122 2.1505 -1.0907
H 2.4585 0.8183 -1.7948
O -1.5707 -3.1206 -0.1073
H -0.6206 -3.0043 -0.0970
H -1.7610 -3.6112 0.6923
O -2.7908 0.6647 -1.7989
H -3.6002 0.2061 -2.0240
H -2.9290 0.9696 -0.9022
O 1.3189 -3.0706 -0.2163
H 1.5887 -3.0917 0.7019
H 1.6651 -3.8824 -0.5868
*
```

The calculation puts the highest occupied orbital energy at -9.63 eV. Its gap between HOMO and LUMO is 9.415 eV.

9.
This record from the OMol25 dataset describes 2 unconnected molecules or ions with the total composition C4H6OS. The level of theory is wB97M-V/def2-TZVPD.

The geometry in ORCA input format:
```
! RIJCOSX wB97M-V def2-TZVPD def2/J DEFGRID3
* xyz 0 1
C -0.3165 -2.3301 -0.7843
C -0.3023 -1.1597 -0.1046
S 0.7648 0.1780 -0.1259
O 1.6473 -0.1495 -1.5179
H -1.1492 -3.0200 -0.7510
H 0.4990 -2.4572 -1.4446
H -1.1815 -0.9522 0.5222
H 1.7491 0.8322 -1.8277
C -0.2330 2.3758 2.0567
C -0.7202 2.3541 0.9743
H 0.3093 2.2626 2.9963
H -1.0667 2.0659 0.0065
*
```

The calculation puts the highest occupied orbital energy at -8.25 eV. Its gap between HOMO and LUMO is 8.623 eV. The SMILES is C=CSO.C#C.

10.
This record from the OMol25 dataset describes 4 unconnected molecules or ions with the total composition C2H11NO5. The level of theory is wB97M-V/def2-TZVPD.

The geometry in ORCA input format:
```
! RIJCOSX wB97M-V def2-TZVPD def2/J DEFGRID3
* xyz 1 2
O 1.9933 0.3482 -0.3586
C 1.1341 0.8994 0.2550
O 0.4637 1.9781 -0.0845
C 0.7444 0.5620 1.7227
N 1.3813 -0.6273 2.0701
H 0.1952 2.0845 -1.0185
H 1.2857 1.4222 2.1573
H -0.3206 0.4809 1.8797
H 2.1804 -0.8731 1.4841
H 0.7500 -1.4285 2.1949
H -0.6488 -0.2459 -2.3784
H -2.0988 -0.3526 -2.0786
O -1.4204 0.3216 -2.2288
H -0.1715 -2.6914 -1.1640
H 1.0383 -2.0564 -1.9172
O 0.2315 -1.8584 -1.4328
H -2.7434 0.6316 -0.3102
H -1.5364 0.8261 0.6002
O -2.4580 0.5790 0.6075
*
```

The calculation puts the highest occupied orbital energy (alpha / beta) at -14.71 / -14.71 eV. Its gap between HOMO and LUMO (alpha / beta) is 11.150 / 5.721 eV. The expectation value of S² is 0.755.

11.
This record from the OMol25 dataset describes 7 unconnected molecules or ions with the total composition C5H24O7. The level of theory is wB97M-V/def2-TZVPD.

The geometry in ORCA input format:
```
! RIJCOSX wB97M-V def2-TZVPD def2/J DEFGRID3
* xyz 0 1
C -7.6968 25.0919 0.6745
C -6.1840 25.5882 0.5637
O -5.4912 24.6659 1.3921
H -8.4282 25.7000 0.1422
H -7.7600 24.9298 1.7505
H -7.8135 24.1210 0.1930
H -6.1391 26.5548 1.0654
H -5.7358 25.7816 -0.4109
H -5.7778 23.7922 1.1163
C -3.8969 29.2078 1.8336
O -4.1971 30.5865 2.1889
H -4.8797 28.7599 1.9806
H -3.7760 29.0300 0.7651
H -2.9791 28.8945 2.3312
H -3.5980 31.1524 1.6965
C -0.2282 31.6780 2.6615
O -0.4646 33.0951 2.5136
H 0.4116 31.5419 3.5334
H -1.1894 31.1775 2.7785
H 0.2213 31.3031 1.7420
H -0.9448 33.4029 3.2859
C -6.4191 30.6186 -1.1881
O -6.5920 29.7300 -2.2686
H -6.7739 30.1895 -0.2511
H -5.3555 30.7485 -0.9882
H -6.9189 31.5101 -1.5668
H -5.9448 29.0210 -2.2594
O -5.0652 32.4989 4.0739
H -5.9458 32.6809 3.7458
H -4.7008 31.8728 3.4482
O -1.1610 27.1768 3.3323
H -1.7882 27.7855 3.7226
H -1.7036 26.5024 2.9236
O -2.6553 32.1747 0.9067
H -3.2791 32.8738 0.7109
H -1.7982 32.5988 0.8634
*
```

The calculation puts the highest occupied orbital energy at -10.43 eV. Its gap between HOMO and LUMO is 10.811 eV. The SMILES is CCO.CO.CO.CO.O.O.O.

12.
This record from the OMol25 dataset describes a molecular structure, C15H36CdO16. The level of theory is wB97M-V/def2-TZVPD.

The geometry in ORCA input format:
```
! RIJCOSX wB97M-V def2-TZVPD def2/J DEFGRID3
* xyz 0 1
Cd 0.8496 -1.9507 -3.2248
C -2.5546 -2.4210 -1.6379
C -2.1894 -3.1036 -2.9543
O -0.8299 -3.1549 -3.2276
H -2.3314 -1.3464 -1.6388
H -1.8917 -2.8742 -0.8948
H -3.5966 -2.4638 -1.3173
H -2.7545 -2.6415 -3.7690
H -2.5607 -4.1273 -2.8546
C 0.5152 -0.0065 0.1984
C 1.7604 -0.7345 -0.3249
O 1.7053 -1.6146 -1.3968
H -0.3983 -0.0152 -0.3987
H 0.6902 1.0599 0.3514
H 0.2700 -0.3765 1.1958
H 2.2064 -1.2134 0.5573
H 2.5054 0.0633 -0.4861
C 4.9360 0.8523 -0.1034
C 5.2221 0.8945 1.3960
O 5.1640 -0.4893 1.7587
C 5.3652 -1.2282 0.6787
O 5.7293 -2.3680 0.7118
O 5.2121 -0.5073 -0.4557
H 5.6028 1.4388 -0.7356
H 3.9178 1.2024 -0.2918
H 4.5268 1.5257 1.9431
H 6.2214 1.2649 1.6363
C -2.9490 -3.0807 2.0959
C -2.4354 -1.7568 2.6035
O -3.6443 -1.1089 3.0864
C -4.6090 -2.0135 3.2128
O -5.6872 -1.8258 3.6730
O -4.2153 -3.2396 2.7573
H -2.2608 -3.8776 2.3809
H -3.1540 -3.1913 1.0340
H -2.1051 -1.2131 1.7185
H -1.7157 -1.7839 3.4117
C -3.7844 1.4262 -0.4083
C -4.5516 1.6490 0.8742
O -3.5323 2.1157 1.7436
C -2.3170 1.7522 1.2659
O -1.3300 1.8859 1.8999
O -2.4683 1.2030 0.0447
H -3.9514 2.2509 -1.0961
H -4.1796 0.4875 -0.8046
H -5.0936 0.8132 1.3208
H -5.3198 2.4014 0.6772
O 0.9869 3.4586 1.9951
H 0.3025 2.7873 1.8195
H 0.8611 3.6933 2.9195
O 3.8394 -3.4250 -1.5807
H 4.3777 -3.2921 -0.7887
H 3.1209 -2.7796 -1.4723
O 1.0249 -3.8328 0.8173
H 1.1430 -3.1537 0.1362
H 1.8969 -4.2325 0.9135
O 2.6332 2.0085 -3.1924
H 3.1552 1.8231 -3.9818
H 2.5944 1.1722 -2.7160
C -0.6648 4.7272 -0.7015
C 0.1314 3.7142 -1.4855
O 1.4672 4.1593 -1.7476
H -1.6434 4.3339 -0.4247
H -0.8408 5.5906 -1.3489
H -0.1103 4.9658 0.2043
H -0.3371 3.3889 -2.4184
H 0.2379 2.8477 -0.8132
H 1.8346 3.4863 -2.3405
*
```

The calculation puts the highest occupied orbital energy at -9.78 eV. Its gap between HOMO and LUMO is 7.327 eV.

| no. | strongest force on any atom (eV/A) |
| --- | --- |
| 1 | 3.88 |
| 2 | 2.47 |
| 3 | 1.54 |
| 4 | 5.49 |
| 5 | 2.51 |
| 6 | 2.74 |
| 7 | 6.47 |
| 8 | 0.78 |
| 9 | 2.98 |
| 10 | 2.02 |
| 11 | 2.29 |
| 12 | 2.38 |